Entry 1:
C6CrF18N3O12S6 | the ωB97M-V functional and the def2-TZVPD basis

```
46
Properties=species:S:1:pos:R:3:mulliken_charge:R:1
Cr -0.23 0.26 0.06 2.63
C 1.24 1.06 -2.96 0.61
F 1.04 1.87 -1.90 -0.19
F 1.53 1.73 -4.10 -0.19
F 2.15 0.14 -2.66 -0.15
S -0.39 0.03 -3.24 0.59
O -1.50 1.02 -3.26 -0.55
O -0.26 -0.80 -4.46 -0.52
N -0.55 -0.84 -1.71 -0.25
S -1.43 -2.11 -2.09 0.55
O -1.99 -2.64 -0.86 -0.60
O -2.42 -1.99 -3.13 -0.54
C -0.10 -3.42 -2.91 0.66
F -0.38 -4.66 -2.54 -0.23
F -0.17 -3.35 -4.19 -0.19
F 1.14 -3.15 -2.49 -0.21
C 3.31 -2.40 0.77 0.64
F 2.30 -3.37 0.64 -0.20
F 4.18 -2.91 1.70 -0.20
F 3.98 -2.22 -0.40 -0.18
S 2.53 -0.73 1.33 0.66
O 3.20 -0.28 2.56 -0.54
O 2.67 0.20 0.25 -0.66
N 0.79 -0.93 1.39 -0.05
S 0.63 -1.44 2.92 0.57
O 1.64 -2.36 3.48 -0.58
O 0.32 -0.28 3.80 -0.63
C -0.97 -2.53 2.80 0.61
F -1.22 -3.01 4.04 -0.21
F -1.95 -1.73 2.40 -0.22
F -0.89 -3.62 1.95 -0.19
C -2.47 3.48 -1.21 0.68
F -1.26 3.28 -1.62 -0.13
F -2.67 4.73 -0.67 -0.19
F -3.39 3.17 -2.12 -0.14
S -2.59 2.24 0.30 0.76
O -3.65 2.80 1.20 -0.48
O -2.93 0.88 -0.29 -0.59
N -0.87 2.07 0.79 -0.14
S -0.90 2.92 2.00 0.57
O -1.37 4.34 1.86 -0.48
O -1.38 2.19 3.19 -0.30
C 0.99 3.05 2.36 0.57
F 1.53 1.87 2.08 -0.11
F 1.47 3.87 1.42 -0.17
F 1.27 3.57 3.51 -0.12
```

Output
Gap between HOMO and LUMO (alpha / beta), eV: 8.40 / 3.32
2S+1: 6
Net charge: 0
E_LUMO (alpha / beta), eV: -2.57 / -7.77
M, g mol⁻¹: 892.4
F_max, eV/A: 7.03



Entry 2:
C2H6IO2P | the ωB97M-V functional and the def2-TZVPD basis

```
12
Properties=species:S:1:pos:R:3:mulliken_charge:R:1
C -0.53 1.52 1.39 -0.75
C -0.31 -1.18 -1.62 -0.83
O 1.34 -2.11 0.49 -0.55
O -0.68 0.12 1.12 -0.52
P 0.78 -0.89 -0.08 0.65
I 2.41 0.82 -0.43 0.19
H -1.28 1.72 2.06 0.30
H -0.63 2.10 0.58 0.36
H 0.44 1.72 1.89 0.27
H -0.17 -2.24 -2.04 0.31
H -1.29 -1.23 -1.02 0.25
H -0.08 -0.35 -2.34 0.32
```

Output
Gap between HOMO and LUMO (alpha / beta), eV: 6.58 / 4.41
2S+1: 3
Net charge: 0
E_LUMO (alpha / beta), eV: 0.37 / -4.78
Energy above the lowest of the compared OMol25 structures with the same formula, charge and spin, kJ/mol: 193.0
M, g mol⁻¹: 219.9
F_max, eV/A: 6.38



Entry 3:
AgClZn | the ωB97M-V functional and the def2-TZVPD basis

```
3
Properties=species:S:1:pos:R:3:mulliken_charge:R:1
Zn 4.01 -22.63 -21.51 1.13
Ag 3.30 -17.78 -15.41 0.99
Cl 3.89 -20.08 -18.86 -0.12
```

Output
Gap between HOMO and LUMO, eV: 4.85
2S+1: 1
Net charge: +2
E_LUMO, eV: -13.33
Energy above the lowest of the compared OMol25 structures with the same formula, charge and spin, kJ/mol: 310.3
M, g mol⁻¹: 208.7
F_max, eV/A: 1.63



Entry 4:
C5H5NO | the ωB97M-V functional and the def2-TZVPD basis

```
12
Properties=species:S:1:pos:R:3:mulliken_charge:R:1
O 0.19 1.44 1.12 -0.50
C 0.71 0.35 1.18 0.00
C 0.81 -0.52 0.01 -0.33
C -0.71 -0.87 0.17 -0.73
C -0.16 -0.08 -1.01 -0.02
C -0.36 1.38 -1.01 0.28
N -0.51 2.46 -1.39 -0.51
H 0.97 -0.12 2.13 0.37
H 1.57 -1.30 -0.16 0.41
H -1.45 -0.31 0.74 0.28
H -0.84 -1.94 0.23 0.34
H -0.23 -0.50 -2.00 0.42
```

Output
Gap between HOMO and LUMO, eV: 10.30
2S+1: 1
Net charge: 0
SMILES string: N#C[C@@H]1C[C@@H]1C=O
E_LUMO, eV: 0.65
Energy above the lowest of the compared OMol25 structures with the same formula, charge and spin, kJ/mol: 280.4
M, g mol⁻¹: 95.1
F_max, eV/A: 2.02



Entry 5:
C4H10N2O3 | the ωB97M-V functional and the def2-TZVPD basis

```
19
Properties=species:S:1:pos:R:3:mulliken_charge:R:1
C -1.56 0.14 -0.95 -0.63
C -1.48 -0.39 0.48 0.71
N -1.30 0.53 1.44 -0.36
O -1.55 -0.94 -1.84 -0.54
O -1.62 -1.58 0.70 -0.66
H -1.72 -1.73 -1.30 0.36
H -1.14 1.50 1.22 0.20
H -1.19 0.22 2.39 0.24
H -2.48 0.73 -1.06 0.37
H -0.71 0.79 -1.16 0.31
C 2.03 1.38 0.77 -0.58
C 1.17 -1.51 -0.92 -0.36
O 1.55 0.62 -0.33 -0.13
N 1.41 -0.72 0.03 -0.40
H 3.10 1.59 0.64 0.25
H 1.48 2.32 0.80 0.22
H 1.88 0.83 1.69 0.33
H 1.04 -2.55 -0.64 0.30
H 1.08 -1.24 -1.96 0.37
```

Output
Gap between HOMO and LUMO, eV: 10.40
2S+1: 1
Net charge: 0
SMILES string: NC(=O)CO.C=NOC
E_LUMO, eV: 0.76
Energy above the lowest of the compared OMol25 structures with the same formula, charge and spin, kJ/mol: 286.0
M, g mol⁻¹: 134.1
F_max, eV/A: 1.03



Entry 6:
C5H7Cl2N5O | the ωB97M-V functional and the def2-TZVPD basis

```
20
Properties=species:S:1:pos:R:3:mulliken_charge:R:1
C 0.37 1.72 -1.25 -0.07
C -1.99 1.71 -1.00 0.27
C -3.18 -0.16 -0.25 0.36
C -0.19 0.77 0.96 -0.64
C -0.90 -0.45 0.43 0.28
N -0.89 1.73 -1.52 -0.09
N -2.10 -0.78 0.14 -0.46
N 0.75 1.29 -0.02 0.25
N -3.11 1.08 -0.89 -0.10
N 0.02 -1.64 0.41 -0.19
O 2.01 0.72 0.09 -0.41
Cl -4.72 -0.79 0.06 -0.03
Cl -1.36 2.04 1.49 -0.01
H 1.11 1.94 -2.01 0.47
H 0.42 0.51 1.84 0.53
H -3.99 1.51 -1.17 0.29
H -0.16 -2.22 -0.43 0.40
H -0.16 -2.26 1.22 0.40
H 1.02 -1.37 0.41 0.36
H 2.68 1.39 0.31 0.40
```

Output
Gap between HOMO and LUMO (alpha / beta), eV: 6.77 / 7.06
2S+1: 1
Net charge: +2
E_LUMO (alpha / beta), eV: -9.09 / -8.99
Energy above the lowest of the compared OMol25 structures with the same formula, charge and spin, kJ/mol: 244.7
M, g mol⁻¹: 224.1
F_max, eV/A: 1.99



Entry 7:
C4H9NO3 | the ωB97M-V functional and the def2-TZVPD basis

```
17
Properties=species:S:1:pos:R:3:mulliken_charge:R:1
O -0.67 -1.21 0.18 -0.81
C -0.13 -0.09 0.44 0.12
N 0.38 0.55 -0.72 -0.05
C 0.40 1.93 -0.95 -0.11
O 0.59 2.45 -2.03 -0.61
C 0.09 0.41 1.85 -0.49
C -1.24 0.78 2.41 -1.19
H 0.57 -0.08 -1.52 0.23
H 0.28 2.56 -0.03 0.25
H 0.92 1.10 1.91 0.43
H 0.39 -0.57 2.29 0.26
H -1.78 1.53 1.79 0.25
H -1.91 -0.16 2.25 0.20
H -1.35 1.02 3.46 0.51
H 0.39 -4.65 -1.43 0.30
H 0.00 -3.24 -0.95 0.35
O 0.72 -3.75 -1.37 -0.64
```

Output
Gap between HOMO and LUMO (alpha / beta), eV: 3.54 / 8.23
2S+1: 2
Net charge: -1
E_LUMO (alpha / beta), eV: 3.75 / 3.66
Energy above the lowest of the compared OMol25 structures with the same formula, charge and spin, kJ/mol: 64.2
M, g mol⁻¹: 119.1
F_max, eV/A: 2.91



Entry 8:
C35H31ClIMoN6OSi | the ωB97M-V functional and the def2-TZVPD basis

```
77
Properties=species:S:1:pos:R:3:mulliken_charge:R:1
Mo -0.31 -0.04 0.00 -2.89
C -2.45 -2.84 4.61 -0.69
C -1.63 -1.80 5.02 -0.91
C -1.17 -0.87 4.11 -0.34
C -1.53 -0.95 2.77 -0.80
C -2.31 -2.02 2.35 0.38
C -2.78 -2.95 3.27 -1.04
N -1.09 0.09 1.87 2.45
C -1.34 1.40 2.28 0.75
C -2.25 1.83 3.25 -0.86
C -2.34 3.17 3.56 -0.86
C -1.53 4.12 2.93 -0.67
C -0.64 3.73 1.96 -0.90
C -0.58 2.38 1.62 0.16
N 0.24 1.81 0.66 2.32
N 1.26 2.43 0.20 -1.49
C 2.10 1.57 -0.47 0.07
C 3.25 2.05 -1.08 -0.58
C 4.10 1.15 -1.69 -0.44
C 3.79 -0.21 -1.67 -1.27
C 2.63 -0.61 -1.04 -0.12
N 1.79 0.24 -0.45 1.16
H -2.82 -3.56 5.32 0.43
H -1.34 -1.71 6.06 0.42
H -0.53 -0.05 4.44 0.49
H -2.54 -2.15 1.30 0.65
H -3.39 -3.78 2.92 0.45
H -2.88 1.11 3.77 0.51
H -3.05 3.49 4.31 0.44
H -1.61 5.16 3.20 0.43
H -0.01 4.44 1.43 0.52
H 3.44 3.11 -1.05 0.58
H 5.00 1.50 -2.17 0.43
H 4.43 -0.94 -2.14 0.51
H 2.35 -1.65 -1.01 0.35
Cl -5.41 0.48 -4.77 -0.24
C -3.91 0.51 -3.92 0.60
C -2.75 0.75 -4.60 -0.40
C -1.51 0.81 -3.91 -0.34
I 0.26 1.18 -4.93 0.05
C -1.47 0.60 -2.57 0.17
O -0.37 0.67 -1.81 -0.18
C -2.65 0.30 -1.87 0.59
N -2.48 0.09 -0.53 1.06
C -3.57 -0.01 0.20 -0.05
C -4.86 -0.02 -0.34 -1.73
C -5.03 0.10 -1.70 -0.85
C -3.90 0.29 -2.51 -0.38
H -2.78 0.91 -5.66 0.45
H -3.43 -0.08 1.27 0.73
H -5.70 -0.13 0.32 0.50
H -6.01 0.07 -2.14 0.48
C 0.46 -3.99 2.61 -1.28
Si 1.22 -2.82 1.38 0.56
C 2.35 -3.84 0.29 -1.31
C 2.15 -1.50 2.32 -1.12
N 0.08 -1.98 0.30 0.73
C -0.50 -2.70 -0.80 0.44
C -0.21 -2.37 -2.13 0.37
C -0.79 -3.08 -3.18 -0.78
C -1.62 -4.15 -2.93 -0.81
C -1.89 -4.51 -1.61 -0.91
C -1.35 -3.79 -0.56 0.18
H 0.08 -3.46 3.48 0.25
H 1.26 -4.66 2.95 0.49
H -0.34 -4.60 2.20 0.28
H 2.59 -4.78 0.80 0.47
H 3.30 -3.35 0.06 0.34
H 1.87 -4.10 -0.66 0.36
H 2.32 -1.82 3.35 0.53
H 1.60 -0.56 2.36 0.10
H 3.13 -1.29 1.88 0.39
H 0.47 -1.57 -2.37 0.14
H -0.55 -2.80 -4.20 0.49
H -2.05 -4.72 -3.75 0.44
H -2.53 -5.35 -1.40 0.46
H -1.58 -4.06 0.46 0.06
```

Output
Gap between HOMO and LUMO (alpha / beta), eV: 6.41 / 5.91
2S+1: 3
Net charge: +1
E_LUMO (alpha / beta), eV: -3.87 / -4.73
Energy above the lowest of the compared OMol25 structures with the same formula, charge and spin, kJ/mol: 68.0
M, g mol⁻¹: 838.1
F_max, eV/A: 0.68